Entry 1:
Here is 3 unconnected molecules or ions with the total composition C12H30ClN2O8 in a non-equilibrium geometry from the Open Molecules 2025 dataset. Energies are from ωB97M-V/def2-TZVPD.

Output
lowest unoccupied orbital energy = 0.10268 hartree
total charge = -1
HOMO = -5.8 eV

Atoms and positions in Å:
Cl (-4.6810, 1.4776, -0.8220)
O (-5.4372, 0.2685, -1.0506)
O (-4.5285, 2.2182, -2.0582)
O (-5.3098, 2.2886, 0.1995)
O (-3.3548, 1.0990, -0.3536)
C (3.3489, 3.2244, 1.8323)
O (2.2819, 2.7156, 1.0980)
C (1.0450, 3.0380, 1.6341)
C (0.5302, 2.0231, 2.6296)
N (0.2334, 0.7101, 1.9938)
C (0.0415, -0.3051, 3.0369)
C (0.0312, -1.7043, 2.4617)
O (1.2224, -2.0747, 1.8051)
C (2.0377, -2.9375, 2.4999)
H (3.4603, 4.3067, 1.6950)
H (4.2601, 2.7594, 1.4365)
H (3.3181, 2.9297, 2.8887)
H (0.3186, 3.1498, 0.8151)
H (0.9676, 4.0525, 2.0664)
H (-0.3859, 2.4249, 3.0972)
H (1.2900, 1.9652, 3.4253)
H (-0.7232, 0.8872, 1.6952)
H (-0.9425, -0.1928, 3.5217)
H (0.8742, -0.1960, 3.7364)
H (-0.7671, -1.9106, 1.7379)
H (-0.2018, -2.4128, 3.2800)
H (2.6993, -2.4540, 3.2348)
H (2.6971, -3.4613, 1.8001)
H (1.4429, -3.7217, 2.9947)
C (1.0114, -4.4524, -0.8145)
O (0.3496, -3.2254, -0.8061)
C (-0.5021, -3.0955, -1.9190)
C (-1.5615, -2.0293, -1.7208)
N (-1.0253, -0.6640, -1.6064)
C (-1.0154, -0.0012, -2.9178)
C (-0.7054, 1.4727, -2.8688)
O (0.6509, 1.6647, -2.5487)
C (1.1618, 2.8851, -2.9575)
H (1.8180, -4.3998, -0.0915)
H (1.4663, -4.6834, -1.7967)
H (0.2973, -5.2736, -0.6387)
H (-1.0702, -4.0302, -2.0628)
H (0.0989, -2.8326, -2.7988)
H (-2.1195, -2.2209, -0.7988)
H (-2.3093, -2.0940, -2.5303)
H (-1.7537, -0.1450, -1.1102)
H (-1.9695, -0.1265, -3.4733)
H (-0.2799, -0.4971, -3.5721)
H (-1.3391, 1.9610, -2.1163)
H (-0.9001, 1.9174, -3.8528)
H (0.9642, 3.6997, -2.2477)
H (0.7330, 3.2191, -3.9263)
H (2.2310, 2.7833, -3.1556)

Mulliken atomic charge list, values in e, 8 entries:
1. Cl 1.652
2. O -0.680
3. O -0.679
4. O -0.671
5. O -0.676
6. C -0.782
7. O -0.226
8. C -0.626

Entry 2:
Here is a molecular structure, C24H20Cl6N4O3ReSe from the Open Molecules 2025 dataset. Energies are from ωB97M-V/def2-TZVPD.

Output
lowest unoccupied orbital energy (spin up / spin down) = -0.28242 / -0.26696 hartree
total charge = +2
HOMO (spin up / spin down) = -13.5 / -13.8 eV
2S+1 = 2

Atoms and positions in Å:
Re (-0.4359, -0.4772, -0.2789)
Cl (-1.0335, -6.1050, -4.7149)
C (-0.8301, -4.5888, -3.9368)
C (-1.3089, -3.4255, -4.5570)
C (-1.1505, -2.1979, -3.9586)
C (-0.5473, -2.1014, -2.7042)
O (-0.4186, -0.8804, -2.1636)
C (-0.0548, -3.2694, -2.0786)
C (0.7809, -3.1732, -0.9262)
N (0.8182, -2.1222, -0.1640)
C (1.9274, -1.8762, 0.6938)
C (2.6580, -2.8007, 1.3829)
C (3.7869, -2.3879, 2.1217)
C (4.1791, -1.0802, 2.1339)
C (3.4293, -0.1060, 1.4326)
C (3.7784, 1.2583, 1.3617)
C (2.9936, 2.1243, 0.6455)
C (1.8221, 1.6551, 0.0478)
N (1.4480, 0.3850, 0.1023)
C (2.2728, -0.5121, 0.7472)
C (-0.1848, -4.5099, -2.7317)
H (-1.7939, -3.5060, -5.5208)
H (-1.5003, -1.2928, -4.4366)
H (1.4995, -3.9708, -0.7533)
H (2.3733, -3.8452, 1.3815)
H (4.3508, -3.1280, 2.6726)
H (5.0608, -0.7728, 2.6813)
H (4.6714, 1.6077, 1.8659)
H (3.2477, 3.1705, 0.5549)
H (1.1643, 2.3232, -0.4859)
H (0.2232, -5.4033, -2.2756)
Cl (-1.2327, -1.9623, 5.1391)
C (-1.1820, -0.6794, 3.9616)
Cl (-2.7683, 0.1194, 3.8663)
Cl (0.0734, 0.5050, 4.3843)
C (-0.8424, -1.2251, 2.5558)
O (-0.6542, -2.3822, 2.3346)
O (-0.7612, -0.2447, 1.6516)
C (-0.1726, 4.2902, -2.5620)
N (-0.5658, 4.2757, -1.1519)
C (-0.5120, 5.3803, -0.3316)
C (-0.9990, 5.0059, 0.8711)
N (-1.3523, 3.6795, 0.7694)
C (-1.9984, 2.8983, 1.8227)
C (-1.0829, 3.2371, -0.4693)
Se (-1.5592, 1.5784, -1.2431)
H (0.8540, 4.6376, -2.6474)
H (-0.8303, 4.9563, -3.1153)
H (-0.2567, 3.2861, -2.9641)
H (-0.1399, 6.3293, -0.6772)
H (-1.1325, 5.5626, 1.7822)
H (-2.1447, 3.5431, 2.6845)
H (-1.3744, 2.0572, 2.1022)
H (-2.9625, 2.5376, 1.4667)
Cl (-4.6496, 0.0436, -0.4553)
C (-4.0291, -1.2971, 0.4477)
Cl (-2.4498, -1.9529, -0.2140)
H (-4.6884, -2.1547, 0.3811)
H (-3.8140, -1.0163, 1.4715)

Mulliken atomic charge list, values in e, 8 entries:
1. Re 0.595
2. Cl -0.157
3. C 0.013
4. C -0.560
5. C -0.773
6. C 0.525
7. O -0.463
8. C 0.288

| no. | total energy (Ha) |
| --- | --- |
| 1 | -1646.53323 |
| 2 | -6611.72540 |